Density functional theory data (the ωB97M-V functional and the def2-TZVPD basis) for an isolated molecule of C3H6ClN.

Geometry (Å):
1 Cl 2.28901 0.03518 -0.42670
2 C 0.80634 -0.21525 0.57138
3 C -0.33174 -0.99221 -0.26007
4 N -0.80326 0.24110 -0.85659
5 C -0.03298 1.05662 0.04279
6 H 0.90135 -0.70485 1.50847
7 H -0.82329 -1.37780 0.72232
8 H -0.12898 -1.74247 -1.15377
9 H -1.81391 0.37825 -0.65412
10 H 0.63944 1.82327 -0.33974
11 H -0.70199 1.49815 0.84603

Cartesian forces (eV/Å) of the 3 atoms listed first:
Cl 0.7 -0.9 0.7
C -1.2 0.6 -4.7
C 1.3 -1.5 0.4

The net charge is 0. As for the relative energy (zero: lowest compared OMol25 entry of this formula, charge and spin): 156.8 kJ/mol. The largest force on an atom is 4.929 eV Å⁻¹. The LUMO energy is 0.89 eV. As for the HOMO-LUMO gap: 10.4 eV. As for the SMILES: ClC1CNC1. Its HOMO energy is -9.50 eV.



Density functional theory data (the ωB97M-V functional and the def2-TZVPD basis) for an isolated molecule of C5H8O2.

Geometry (Å):
1 C -2.21417 0.08685 -0.65930
2 C -1.06550 -0.42082 0.20613
3 C 0.23671 0.32790 -0.06000
4 C 1.39909 -0.23135 0.71579
5 O 1.30525 -0.96322 1.67699
6 C 2.81154 0.13627 0.24550
7 O 3.02821 0.81453 -0.72712
8 H -2.41297 1.14809 -0.47181
9 H -3.13388 -0.46971 -0.45321
10 H -1.98961 -0.02559 -1.72628
11 H -0.90086 -1.48871 0.02014
12 H -1.32260 -0.33786 1.26791
13 H 0.50175 0.32776 -1.12497
14 H 0.14512 1.39131 0.21054
15 H 3.61193 -0.29545 0.87968

Cartesian forces (eV/Å) of the 3 atoms listed first:
C -0.1 0.0 0.0
C 0.0 -0.1 0.1
C 0.0 0.0 0.0

The net charge is 0. As for the relative energy (zero: lowest compared OMol25 entry of this formula, charge and spin): 74.8 kJ/mol. The largest force on an atom is 0.590 eV Å⁻¹. The LUMO energy is -0.45 eV. As for the HOMO-LUMO gap: 9.4 eV. As for the SMILES: CCCC(=O)C=O. Its HOMO energy is -9.83 eV.



Density functional theory data (the ωB97M-V functional and the def2-TZVPD basis) for a cluster of 2 separate species, ClFH3N2P in total.

Geometry (Å):
1 N 1.67083 0.28359 -0.67565
2 N -1.47361 -1.04292 0.33021
3 F 0.89412 0.23874 1.67226
4 P 0.41438 0.52620 0.17974
5 Cl -0.43691 2.31999 0.37184
6 H 1.66187 0.53584 -1.64856
7 H -0.90131 -1.87796 0.38782
8 H -1.82937 -0.98348 -0.61767

Cartesian forces (eV/Å) of the 3 atoms listed first:
N -1.0 0.3 0.3
N 2.4 2.8 0.3
F -0.8 0.3 -1.2

The net charge is 0. As for the relative energy (zero: lowest compared OMol25 entry of this formula, charge and spin): 220.6 kJ/mol. The largest force on an atom is 3.705 eV Å⁻¹. The LUMO energy (spin up / spin down) is -1.16 / -1.16 eV. As for the HOMO-LUMO gap (spin up / spin down): 8.5 / 8.5 eV. Its HOMO energy (spin up / spin down) is -9.71 / -9.71 eV.



Density functional theory data (the ωB97M-V functional and the def2-TZVPD basis) for a structure of composition C10H18N5O2PS2Sr.

Geometry (Å):
1 Sr 0.75600 -0.75311 -1.49252
2 C -2.17882 4.22559 -1.95371
3 S -3.02172 2.74164 -1.33852
4 C -1.74385 1.61897 -1.03135
5 S -0.09079 2.03050 -1.44996
6 N -2.12486 0.51332 -0.47093
7 N -1.40407 -0.58033 -0.47435
8 C -1.68042 -1.55549 0.32470
9 C -1.00553 -2.82967 0.19964
10 C -1.37057 -3.91197 1.01255
11 C -0.74301 -5.13466 0.84389
12 C 0.23158 -5.25450 -0.14079
13 C 0.54196 -4.13471 -0.90175
14 N -0.04207 -2.95663 -0.73207
15 H -2.94825 4.98618 -2.05330
16 H -1.71777 4.02286 -2.91500
17 H -1.43997 4.54651 -1.22733
18 H -2.48115 -1.46028 1.05646
19 H -2.14878 -3.78469 1.74952
20 H -1.01923 -5.98298 1.45517
21 H 0.74146 -6.18962 -0.31454
22 H 1.29160 -4.19004 -1.68354
23 N 1.67683 2.75544 0.90442
24 C 1.48909 1.88463 2.07621
25 P 2.30437 0.26333 1.59063
26 O 3.72864 0.56462 1.28440
27 O 1.47493 -0.42584 0.55622
28 C 2.41044 -0.72850 3.20011
29 N 3.85929 -0.94550 3.37666
30 H 1.52194 3.74705 1.11530
31 H 0.99288 2.46235 0.09087
32 H 2.63947 2.62558 0.55637
33 H 0.42792 1.76589 2.29686
34 H 2.00607 2.30574 2.94160
35 H 1.87294 -1.67261 3.13682
36 H 1.99782 -0.14755 4.02343
37 H 4.27937 -0.27234 2.65470
38 H 4.14213 -1.89130 3.10665
39 H 4.20285 -0.76236 4.32290

Cartesian forces (eV/Å) of the 3 atoms listed first:
Sr 0.6 0.1 -2.3
C 0.0 -0.4 0.1
S -0.1 0.2 0.1

The net charge is +2. As for the relative energy (zero: lowest compared OMol25 entry of this formula, charge and spin): 79.2 kJ/mol. The largest force on an atom is 2.500 eV Å⁻¹. The LUMO energy is -6.03 eV. As for the HOMO-LUMO gap: 7.2 eV. Its HOMO energy is -13.19 eV.